Record 1
The following is a DFT calculation (ωB97M-V/def2-TZVPD) of a single C4H7ClO molecule at a distorted geometry.

Values from the calculation:
2S+1: 1
Highest occupied orbital energy: -10.35 eV
Structure (SMILES): ClCC[C@H]1CO1
HOMO-LUMO gap: 11.41 eV
Energy above the lowest of the compared OMol25 structures with the same formula, charge and spin: 40.0 kcal/mol
E_tot: -691.982123 Eh
F_max: 3.07 eV/Å

Atoms and positions in Å:
C: -1.013 0.739 0.483
C: 0.158 0.908 -0.438
C: 1.140 -0.263 -0.452
C: 2.666 -0.093 -0.208
H: -0.678 0.451 1.493
H: -1.593 1.649 0.550
H: 0.691 1.636 0.109
H: -0.075 1.100 -1.451
H: 0.921 -1.241 -0.867
H: 3.347 -0.880 -0.693
H: 2.998 0.914 -0.187
O: 1.769 -0.470 0.805
Cl: -2.204 -0.448 -0.100

Here are the Mulliken charges for atoms 1 to 2, given in e: -0.52 -0.68

***

Record 2
The following is a DFT calculation (ωB97M-V/def2-TZVPD) of a single C4H7ClO molecule at a distorted geometry.

Values from the calculation:
2S+1: 1
Highest occupied orbital energy: -10.51 eV
Structure (SMILES): ClCC[C@H]1CO1
HOMO-LUMO gap: 11.59 eV
Energy above the lowest of the compared OMol25 structures with the same formula, charge and spin: 42.7 kcal/mol
E_tot: -691.977907 Eh
F_max: 3.06 eV/Å

Atoms and positions in Å:
C: -0.850 0.765 0.610
C: 0.182 0.978 -0.515
C: 1.058 -0.264 -0.540
C: 2.538 -0.169 -0.191
H: -0.353 0.324 1.499
H: -1.408 1.675 0.787
H: 0.800 1.796 -0.198
H: -0.404 1.217 -1.363
H: 0.556 -1.182 -1.055
H: 3.145 -1.111 -0.362
H: 2.943 0.811 -0.161
O: 1.602 -0.457 0.786
Cl: -2.098 -0.455 -0.095

Here are the Mulliken charges for atoms 1 to 2, given in e: -0.47 -0.85

***

Record 3
The following is a DFT calculation (ωB97M-V/def2-TZVPD) of a single C4H7ClS molecule.

Values from the calculation:
2S+1: 1
Highest occupied orbital energy (alpha / beta): -8.02 / -7.14 eV
HOMO-LUMO gap (alpha / beta): 8.61 / 7.48 eV
Energy above the lowest of the compared OMol25 structures with the same formula, charge and spin: 59.2 kcal/mol
E_tot: -1014.874556 Eh
F_max: 0.68 eV/Å

Atoms and positions in Å:
C: -0.593 0.768 -0.263
C: 0.923 0.864 -0.089
C: -1.090 -0.392 0.538
C: 1.500 -0.491 -0.379
S: -2.300 -1.421 -0.124
Cl: 3.118 -0.771 0.095
H: -1.067 1.706 0.059
H: -0.845 0.612 -1.313
H: 1.362 1.646 -0.731
H: 1.147 1.138 0.944
H: -0.916 -0.440 1.595
H: 1.214 -1.014 -1.277
H: -2.452 -2.203 0.946

Here are the Mulliken charges for atoms 1 to 2, given in e: -0.59 -0.48

***

Record 4
The following is a DFT calculation (ωB97M-V/def2-TZVPD) of a single C4H7ClS molecule at a distorted geometry.

Values from the calculation:
2S+1: 1
Highest occupied orbital energy: -9.13 eV
Structure (SMILES): S[C@H]1C[C@H](Cl)C1
HOMO-LUMO gap: 10.01 eV
Energy above the lowest of the compared OMol25 structures with the same formula, charge and spin: 8.4 kcal/mol
E_tot: -1014.955459 Eh
F_max: 2.20 eV/Å

Atoms and positions in Å:
C: -0.791 0.015 -0.409
C: 0.020 -1.062 0.364
C: 1.026 0.027 0.693
C: 0.130 1.145 0.257
H: -2.802 0.461 1.056
H: -0.660 -0.026 -1.486
H: -0.518 -1.522 1.198
H: 0.428 -1.878 -0.232
H: 1.300 0.047 1.757
H: -0.350 1.696 1.060
H: 0.588 1.837 -0.486
S: -2.610 -0.040 -0.184
Cl: 2.439 -0.043 -0.315

Here are the Mulliken charges for atoms 1 to 2, given in e: 0.00 -0.80